C5H7NO | wB97M-V/def2-TZVPD

Structure (XYZ):
```
14
Properties=species:S:1:pos:R:3
C -1.8902 0.6015 -0.3834
C -0.4765 0.2343 -0.0505
C 0.4462 1.0152 0.5199
N 1.6671 0.3367 0.6886
C 1.6050 -0.9370 0.1630
O 2.5211 -1.7295 0.1033
C 0.1604 -1.1104 -0.3121
H -2.2553 0.0224 -1.2391
H -1.9606 1.6631 -0.6443
H -2.5742 0.4164 0.4544
H 0.3497 2.0369 0.8693
H 2.5411 0.7640 0.9500
H -0.3034 -1.9326 0.2478
H 0.1495 -1.4006 -1.3707
```

Values from the calculation:
Net charge: 0
HOMO energy (Ha): -0.3079
SMILES: CC1=CNC(=O)C1
Max |F| (eV Å⁻¹): 0.4
HOMO-LUMO gap (eV): 9.2

Results of the natural (NBO) charge analysis, in e, for atoms 1 through 5: -0.6328 -0.0463 -0.0296 -0.6227 0.6845